No. 1
The following is a DFT calculation (ωB97M-V with the def2-TZVPD basis set) of a structure of composition C3H3NO in a non-equilibrium geometry.

## Properties
**F_max**: 5.035 eV/A
**LUMO energy**: -0.0249 Eh
**HOMO level**: -11.35 eV

Structure (XYZ):
```
8
Properties=species:S:1:pos:R:3:forces:R:3:lowdin_charge:R:1
C 0.3921 0.5012 1.5476 2.0 -0.4 2.2 -0.0939
C 0.4629 0.1324 0.0317 -0.1 0.7 1.6 -0.5444
C -0.8686 -0.2499 -0.4916 -3.6 -2.4 -2.5 -0.1337
H 0.5002 -0.6691 2.2799 -0.5 3.9 -2.4 0.1691
H 1.7100 1.2360 1.8322 -4.4 -2.2 -0.8 0.2094
H -0.6865 1.0880 1.8357 3.4 -1.6 -0.7 0.1197
N -1.8325 -0.7355 -0.9960 3.7 2.1 2.2 0.1686
O 1.4231 0.1489 -0.6877 -0.4 0.0 0.5 0.1052
```
Forces are in eV/Å.



No. 2
The following is a DFT calculation (ωB97M-V with the def2-TZVPD basis set) of a structure of composition C28H37N4O4P2PdSSe.

## Properties
**Net charge**: -1
**F_max**: 0.485 eV/A
**LUMO energy**: 0.0586 Eh
**HOMO level**: -4.79 eV

Structure (XYZ):
```
78
Properties=species:S:1:pos:R:3:forces:R:3:lowdin_charge:R:1
Pd 0.3517 -0.1292 -0.3705 0.2 -0.3 -0.2 0.4313
C 1.9739 -2.6114 1.3318 0.0 0.0 0.0 -0.2196
P 1.4272 -0.9013 1.5124 -0.2 0.2 -0.2 0.9496
C 0.2529 -0.9311 2.9369 -0.1 0.1 0.0 -0.3562
N 0.4363 -1.8630 3.8310 0.0 0.0 0.0 0.1427
C -0.4441 -1.9333 4.8661 0.0 0.0 0.0 -0.2074
C -0.2792 -2.9280 5.8550 0.0 0.0 0.0 -0.0162
C -1.1541 -2.9967 6.9019 0.0 0.0 0.0 -0.0869
C -2.2258 -2.0811 7.0025 0.0 0.0 0.0 -0.0875
C -2.4041 -1.1133 6.0546 0.0 0.0 0.0 -0.0190
C -1.5106 -1.0238 4.9641 0.0 0.0 0.0 -0.2056
N -1.7004 -0.0642 4.0160 0.0 0.0 0.0 0.1372
C -0.8569 -0.0005 3.0205 0.0 0.0 0.0 -0.3690
P -1.1441 1.2920 1.6953 -0.2 0.2 0.1 1.0097
C -2.8021 0.6964 1.1651 0.0 0.0 0.0 -0.2669
C -1.6372 2.8453 2.6697 0.0 -0.1 0.0 -0.7231
C -0.5744 3.1456 3.7254 0.0 0.0 0.0 -0.1107
C -1.5973 3.9547 1.6091 0.0 0.0 0.0 -0.1313
C -3.0179 2.8446 3.3291 0.0 0.0 0.0 -0.1118
C 2.8791 0.0706 2.1493 0.0 0.0 0.1 -0.6808
C 2.3885 1.4711 2.5235 0.1 -0.1 0.0 -0.1083
C 3.4967 -0.5962 3.3826 0.0 0.0 0.0 -0.0943
C 3.9291 0.1640 1.0396 0.0 0.0 0.0 -0.0899
H 2.4610 -2.9918 2.2271 0.0 0.0 0.0 0.0362
H 2.6319 -2.6208 0.4603 0.0 0.0 0.0 0.0478
H 1.0899 -3.2071 1.1080 0.0 0.0 0.0 0.0347
H 0.5484 -3.6170 5.7479 0.0 0.0 0.0 0.1124
H -1.0324 -3.7583 7.6616 0.0 0.0 0.0 0.0986
H -2.9105 -2.1543 7.8379 0.0 0.0 0.0 0.0983
H -3.2195 -0.4031 6.1036 0.0 0.0 0.0 0.1100
H -3.4490 0.5151 2.0230 0.0 0.0 0.0 0.0339
H -2.6805 -0.2273 0.6023 0.0 0.0 0.0 0.0024
H -3.2542 1.4426 0.5090 0.0 0.0 0.0 0.0410
H 0.4211 3.2138 3.2815 -0.1 0.0 0.0 0.0586
H -0.5584 2.3841 4.5078 0.0 0.0 0.0 0.0715
H -0.7952 4.1080 4.1986 0.0 0.0 0.0 0.0814
H -0.5981 4.0518 1.1791 0.0 0.0 0.0 0.0689
H -1.8725 4.9110 2.0655 0.0 0.0 0.0 0.0821
H -2.2993 3.7607 0.7932 0.0 0.0 0.0 0.0716
H -3.1096 2.0453 4.0615 0.0 0.0 0.0 0.0575
H -3.8162 2.7338 2.5944 0.0 0.0 0.0 0.0678
H -3.1713 3.8044 3.8356 0.0 0.0 0.0 0.0777
H 1.6971 1.4358 3.3695 0.0 0.0 0.0 0.0596
H 1.9011 1.9601 1.6799 0.0 0.0 0.0 0.0530
H 3.2474 2.0788 2.8245 0.0 0.0 0.0 0.0914
H 2.7858 -0.7047 4.2014 0.0 0.0 0.0 0.0662
H 4.3231 0.0311 3.7308 0.0 0.0 0.0 0.0832
H 3.9060 -1.5800 3.1507 0.0 0.0 0.0 0.0729
H 3.5423 0.6685 0.1571 0.1 0.0 0.1 0.0482
H 4.2704 -0.8208 0.7177 0.0 0.0 0.0 0.0821
H 4.7845 0.7206 1.4346 0.0 0.0 0.0 0.0875
C -0.7242 7.1221 -3.6357 0.0 0.0 0.0 -0.0579
C -0.0544 5.8299 -3.2539 0.0 0.0 0.0 -0.2765
C 1.1192 5.4223 -3.8808 0.0 0.0 0.0 -0.0426
C 1.7233 4.2196 -3.5481 0.1 0.0 0.0 -0.0462
C 1.1512 3.4152 -2.5778 -0.1 0.0 0.1 -0.2804
C -0.0136 3.8055 -1.9310 0.0 0.0 0.0 -0.0764
C -0.6081 5.0077 -2.2752 0.0 0.0 0.0 -0.0344
S 1.9372 1.8832 -2.1513 -0.4 0.2 0.2 0.5886
O 3.3339 2.0145 -2.4424 0.1 0.0 0.0 -0.2663
O 1.5311 1.6796 -0.7443 0.2 0.2 -0.3 -0.4740
N 1.2470 0.8154 -3.1545 0.1 0.0 0.2 -0.6139
C 2.1122 -0.2858 -3.6333 0.1 0.2 -0.2 -0.2044
C 2.7390 -1.2205 -2.5770 -0.3 -0.2 0.0 -0.6988
O 3.2942 -2.2181 -3.0519 0.1 0.1 0.0 -0.0264
O 2.6224 -0.8708 -1.3723 0.2 -0.1 -0.2 -0.1362
H -0.0245 7.8014 -4.1225 0.0 0.0 0.0 0.0711
H -1.1378 7.6255 -2.7612 0.0 0.0 0.0 0.0748
H -1.5482 6.9402 -4.3296 0.0 0.0 0.0 0.0815
H 1.5696 6.0582 -4.6341 0.0 0.0 0.0 0.1081
H 2.6428 3.9028 -4.0226 0.0 0.0 0.0 0.1150
H -0.4354 3.1698 -1.1643 0.0 0.0 0.0 0.0729
H -1.5160 5.3159 -1.7686 0.0 0.0 0.0 0.1114
H 2.9357 0.1510 -4.2018 0.0 0.0 0.0 0.1116
H 1.5049 -0.8672 -4.3226 0.0 0.0 0.0 0.0998
Se -0.5226 0.3552 -2.6246 0.0 -0.1 0.2 0.6479
N -1.4090 -2.6202 0.0538 0.0 0.0 0.0 0.0013
C -0.7570 -1.6855 -0.1478 -0.1 -0.1 0.0 -0.5319
```
Forces are in eV/Å.



No. 3
The following is a DFT calculation (ωB97M-V with the def2-TZVPD basis set) of a structure of composition C5H7NO.

## Properties
**F_max**: 0.910 eV/A
**LUMO energy**: 0.0238 Eh
**HOMO level**: -8.50 eV

Structure (XYZ):
```
14
Properties=species:S:1:pos:R:3:forces:R:3:lowdin_charge:R:1
O 0.5606 2.7071 -0.0356 0.4 0.4 0.4 0.0236
C 0.7782 1.3755 -0.1602 0.3 0.1 0.4 -0.2228
C 0.4658 0.5113 0.8448 -0.2 0.4 0.0 -0.0606
C -0.4810 -0.6375 0.5352 -0.1 -0.1 -0.1 -0.2534
C 0.0552 -1.9361 -0.0841 0.3 -0.4 0.2 -0.1610
N 0.1449 -1.2071 -1.3961 -0.8 -0.2 -0.3 0.0831
C -0.6754 -0.3405 -0.9236 -0.4 -0.6 -0.5 -0.2115
H -0.2011 2.7664 0.5609 0.5 0.3 0.0 0.1100
H 1.2230 1.1367 -1.1246 -0.5 -0.1 0.1 0.1240
H 0.4833 0.9261 1.8513 -0.5 0.1 -0.1 0.1010
H -1.3032 -0.6495 1.2663 0.2 -0.1 -0.2 0.1336
H 0.9292 -2.4201 0.3472 0.2 0.2 -0.2 0.1012
H -0.7438 -2.6685 -0.2418 0.3 -0.1 0.4 0.1041
H -1.2358 0.4363 -1.4398 0.2 0.1 -0.1 0.1286
```
Forces are in eV/Å.



Question: The lowest F_max belongs to which entry?
Answer: C28H37N4O4P2PdSSe



Question: The lowest HOMO level belongs to which entry?
Answer: C3H3NO



Question: Among the records above, which one has the lowest HOMO level?
Answer: C3H3NO



Question: Among the records above, which one has the lowest LUMO energy?
Answer: C3H3NO